No. 1
Computed, not measured: a single C4H6N2O molecule, with wB97M-V/def2-TZVPD.

- spin multiplicity = 1
- ΔE to the lowest compared entry with this formula, charge and spin (kcal/mol) = 105.3
- LUMO (eV) = 0.595
- E_tot (eV) = -9268.93369
- Kohn-Sham gap (eV) = 8.15
- charge = 0

Last column: Löwdin charge in e.
Element x y z (Å)
C (0.064, 0.372, -0.918)  -0.34
N (0.596, 0.780, 0.413)  -0.10
C (0.369, -0.315, 1.423)  -0.32
C (-0.511, -0.994, -0.638)  -0.02
C (-0.376, -1.340, 0.637)  -0.02
O (-0.907, 1.272, -1.357)  0.01
N (1.644, 0.062, 1.008)  0.01
H (-0.490, 2.056, -1.733)  0.10
H (0.325, 1.727, 0.710)  0.17
H (0.917, 0.299, -1.610)  0.16
H (-0.012, -0.069, 2.427)  0.13
H (-0.923, -1.584, -1.439)  0.11
H (-0.696, -2.266, 1.079)  0.10


No. 2
Computed, not measured: a molecular structure, C6H12N2O3PtS, with wB97M-V/def2-TZVPD.

- spin multiplicity = 1
- ΔE to the lowest compared entry with this formula, charge and spin (kcal/mol) = 0.0
- LUMO (eV) = -0.207
- E_tot (eV) = -29622.78604
- Kohn-Sham gap (eV) = 8.28
- charge = 0

Last column: Löwdin charge in e.
Element x y z (Å)
Pt (-0.017, 0.105, -0.281)  0.97
N (0.797, 1.415, -1.669)  -0.13
C (2.279, 1.187, -1.694)  -0.13
C (2.802, 0.534, -0.405)  -0.57
O (3.977, 0.641, -0.091)  0.04
N (1.847, -0.166, 0.217)  -0.17
C (2.036, -0.904, 1.448)  -0.12
C (0.685, -1.407, 1.972)  -0.61
O (0.611, -1.997, 3.020)  0.07
O (-0.383, -1.161, 1.215)  -0.27
H (0.611, 2.356, -1.334)  0.10
H (0.421, 1.364, -2.609)  0.10
H (2.490, 0.494, -2.507)  0.12
H (2.820, 2.113, -1.879)  0.12
H (2.670, -1.781, 1.298)  0.13
H (2.505, -0.295, 2.223)  0.13
C (-2.904, 0.728, 1.047)  -0.36
S (-2.290, 0.419, -0.620)  0.69
C (-2.894, -1.268, -0.825)  -0.37
H (-2.483, -0.016, 1.720)  0.04
H (-3.992, 0.690, 1.040)  0.05
H (-2.574, 1.722, 1.339)  0.04
H (-3.982, -1.266, -0.789)  0.05
H (-2.473, -1.888, -0.037)  0.04
H (-2.559, -1.620, -1.797)  0.04


No. 3
Computed, not measured: a molecular structure, C3H7NO3, with wB97M-V/def2-TZVPD.

- spin multiplicity = 2
- ΔE to the lowest compared entry with this formula, charge and spin (kcal/mol) = 89.2
- LUMO (spin up / spin down) (eV) = 3.739 / 3.674
- E_tot (eV) = -10853.39655
- Kohn-Sham gap (spin up / spin down) (eV) = 4.39 / 7.52
- charge = -1

Last column: Löwdin charge in e.
Element x y z (Å)
O (2.304, 0.189, -0.961)  -0.18
C (1.206, -0.565, -0.493)  -0.62
O (0.983, -1.847, -0.294)  -0.18
C (0.099, 0.394, 0.199)  -0.33
C (-1.130, 0.060, -0.584)  -0.25
O (-2.309, 0.880, -0.447)  -0.10
N (0.043, -0.063, 1.590)  0.02
H (2.263, -0.418, 0.117)  0.12
H (0.363, 1.449, 0.168)  0.13
H (-0.968, -0.112, -1.655)  0.12
H (-1.447, -0.933, -0.247)  0.11
H (-2.343, 1.540, -1.140)  0.06
H (0.284, -1.051, 1.566)  0.06
H (0.653, 0.478, 2.179)  0.05


No. 4
Computed, not measured: a molecular structure, C5H5NO2, with wB97M-V/def2-TZVPD.

- spin multiplicity = 1
- ΔE to the lowest compared entry with this formula, charge and spin (kcal/mol) = 114.5
- LUMO (eV) = -0.339
- E_tot (eV) = -10846.35178
- Kohn-Sham gap (eV) = 9.47
- charge = 0

Last column: Löwdin charge in e.
Element x y z (Å)
C (3.058, -0.401, 0.120)  0.00
C (0.740, -0.420, -0.114)  -0.14
C (-0.601, -0.009, -0.207)  -0.18
C (-0.773, 1.425, 0.216)  -0.22
C (-1.614, -1.100, 0.070)  -0.14
H (2.854, -1.182, 1.047)  0.14
H (3.976, 0.166, 0.388)  0.07
H (3.397, -0.898, -0.847)  0.10
H (0.965, -1.562, -0.201)  0.16
H (0.267, 2.022, 0.822)  0.21
N (-2.228, -2.177, 0.062)  0.11
O (1.762, 0.500, -0.188)  -0.13
O (-1.853, 1.965, -0.080)  0.01


No. 5
Computed, not measured: 3 unconnected molecules or ions with the total composition C33H64BN2O4S, with wB97M-V/def2-TZVPD.

- spin multiplicity = 1
- LUMO (eV) = 1.842
- E_tot (eV) = -57933.40339
- Kohn-Sham gap (eV) = 6.58
- charge = -1

Last column: Löwdin charge in e.
Element x y z (Å)
C (-2.074, -6.078, -1.271)  -0.13
C (-1.782, -6.120, -2.843)  -0.26
C (-0.559, -5.121, -3.176)  -0.22
C (-0.985, -3.949, -4.179)  -0.22
C (-2.100, -2.964, -3.539)  -0.19
C (-1.384, -1.735, -2.764)  -0.18
C (-1.809, -0.380, -3.509)  -0.20
C (-0.883, 0.877, -3.141)  -0.19
C (-1.845, 2.094, -2.767)  -0.23
C (-1.244, 3.066, -1.650)  -0.21
C (-1.050, 2.186, -0.317)  -0.21
C (-0.926, 3.201, 0.926)  -0.21
C (-1.626, 2.485, 2.181)  -0.22
C (-0.615, 1.349, 2.755)  -0.21
C (-1.017, 1.095, 4.283)  -0.19
B (0.240, 0.850, 5.315)  -0.69
C (0.965, 2.223, 5.866)  -0.20
C (1.288, 3.329, 4.759)  -0.21
C (2.630, 3.050, 3.916)  -0.22
C (3.913, 2.795, 4.841)  -0.22
C (5.168, 3.647, 4.349)  -0.22
C (5.685, 3.165, 2.899)  -0.25
C (6.834, 2.053, 3.051)  -0.47
S (8.258, 2.461, 1.937)  0.88
C (7.639, 2.517, 0.211)  -0.53
N (7.588, 3.597, -0.658)  -0.02
N (7.296, 3.205, -1.919)  -0.02
C (7.096, 1.822, -1.903)  -0.11
O (7.278, 1.389, -0.588)  -0.06
C (1.419, -0.157, 4.757)  -0.11
C (0.675, -1.498, 4.026)  -0.21
C (1.076, -1.708, 2.432)  -0.06
O (1.597, -2.612, 3.621)  -0.22
H (-1.127, -5.860, -0.683)  0.07
H (-2.438, -7.109, -0.958)  0.07
H (-2.837, -5.258, -1.093)  0.06
H (-2.680, -5.873, -3.489)  0.10
H (-1.427, -7.158, -3.157)  0.09
H (-0.185, -4.641, -2.207)  0.10
H (0.322, -5.673, -3.625)  0.10
H (-1.346, -4.442, -5.139)  0.09
H (-0.024, -3.391, -4.442)  0.11
H (-2.789, -3.563, -2.863)  0.09
H (-2.697, -2.496, -4.400)  0.08
H (-1.860, -1.700, -1.731)  0.10
H (-0.265, -1.889, -2.705)  0.11
H (-1.740, -0.510, -4.642)  0.09
H (-2.909, -0.213, -3.239)  0.11
H (-0.147, 0.589, -2.332)  0.09
H (-0.251, 1.226, -4.032)  0.11
H (-2.028, 2.724, -3.699)  0.10
H (-2.876, 1.763, -2.396)  0.10
H (-0.231, 3.504, -1.915)  0.11
H (-2.028, 3.850, -1.402)  0.10
H (-1.959, 1.509, -0.163)  0.08
H (-0.127, 1.531, -0.347)  0.10
H (0.151, 3.517, 1.134)  0.11
H (-1.506, 4.174, 0.759)  0.09
H (-1.911, 3.224, 3.001)  0.10
H (-2.576, 1.935, 1.858)  0.08
H (0.427, 1.765, 2.600)  0.08
H (-0.709, 0.419, 2.097)  0.10
H (-1.692, 1.912, 4.703)  0.09
H (-1.634, 0.123, 4.293)  0.07
H (-0.228, 0.305, 6.293)  0.07
H (0.273, 2.714, 6.635)  0.08
H (1.902, 1.892, 6.439)  0.08
H (1.503, 4.305, 5.331)  0.10
H (0.397, 3.583, 4.086)  0.10
H (2.841, 4.036, 3.361)  0.10
H (2.508, 2.264, 3.113)  0.08
H (4.155, 1.678, 4.922)  0.12
H (3.633, 3.205, 5.874)  0.11
H (5.985, 3.531, 5.130)  0.10
H (4.838, 4.740, 4.290)  0.11
H (6.162, 4.090, 2.424)  0.09
H (4.820, 2.807, 2.250)  0.11
H (6.367, 1.048, 2.790)  0.09
H (7.240, 2.084, 4.106)  0.08
H (6.965, 1.123, -2.808)  0.15
H (1.956, -0.582, 5.662)  0.09
H (2.100, 0.284, 3.966)  0.07
H (-0.434, -1.748, 4.345)  0.14
H (0.458, -2.392, 1.786)  0.08
H (1.995, -1.134, 2.131)  0.09
C (-2.112, -3.188, -8.495)  -0.02
C (-2.676, -2.258, -7.453)  -0.48
O (-2.072, -2.019, -6.428)  0.04
C (-4.019, -1.636, -7.733)  -0.02
H (-1.142, -3.561, -8.160)  0.08
H (-2.783, -4.038, -8.637)  0.09
H (-1.976, -2.653, -9.437)  0.08
H (-4.775, -2.417, -7.842)  0.09
H (-3.967, -1.032, -8.641)  0.08
H (-4.299, -0.991, -6.898)  0.09
C (-4.976, -1.688, 0.031)  -0.02
C (-4.555, -0.413, 0.713)  -0.49
O (-3.823, 0.384, 0.163)  0.05
C (-5.078, -0.164, 2.103)  -0.02
H (-4.524, -1.733, -0.962)  0.07
H (-4.636, -2.549, 0.610)  0.09
H (-6.063, -1.711, -0.077)  0.08
H (-4.742, -0.958, 2.774)  0.09
H (-6.169, -0.120, 2.087)  0.08
H (-4.693, 0.789, 2.469)  0.08


No. 6
Computed, not measured: a single C7H8N2O molecule, with wB97M-V/def2-TZVPD.

- spin multiplicity = 1
- ΔE to the lowest compared entry with this formula, charge and spin (kcal/mol) = 102.8
- LUMO (eV) = -0.088
- E_tot (eV) = -12411.94057
- Kohn-Sham gap (eV) = 9.11
- charge = 0

Last column: Löwdin charge in e.
Element x y z (Å)
C (2.403, -1.163, 0.608)  -0.03
N (2.336, -0.007, -0.286)  0.00
C (1.358, 1.014, -0.290)  -0.39
O (1.581, 2.244, -0.396)  0.07
C (-0.026, 0.534, -0.161)  -0.23
C (-1.083, 1.405, 0.246)  0.00
C (-2.423, 1.097, 0.289)  0.00
C (-2.667, -0.300, -0.110)  -0.02
C (-1.663, -1.143, -0.533)  -0.06
N (-0.331, -0.691, -0.558)  0.12
H (1.649, -1.837, 0.221)  0.08
H (2.397, -0.878, 1.396)  -0.06
H (3.317, -1.629, 0.403)  0.09
H (2.540, -0.115, -1.286)  0.14
H (-0.691, 2.527, 0.404)  0.16
H (-3.204, 1.539, 0.573)  0.03
H (-3.583, -0.483, 0.146)  0.04
H (-1.908, -2.112, -0.666)  0.07


No. 7
Computed, not measured: a molecular structure, C22H21N3O2Re, with wB97M-V/def2-TZVPD.

- spin multiplicity = 1
- ΔE to the lowest compared entry with this formula, charge and spin (kcal/mol) = 0.0
- LUMO (eV) = -3.008
- E_tot (eV) = -33844.56810
- Kohn-Sham gap (eV) = 8.30
- charge = +1

Last column: Löwdin charge in e.
Element x y z (Å)
Re (0.131, 0.001, 0.352)  1.45
O (1.510, 0.021, 4.132)  0.10
C (1.326, 0.320, 2.973)  -0.48
N (1.410, -0.501, 1.884)  -0.13
C (1.739, -1.892, 2.121)  -0.14
C (1.071, -2.747, 1.081)  -0.22
C (1.229, -4.127, 1.060)  0.00
C (0.615, -4.868, 0.074)  -0.03
C (-0.150, -4.215, -0.888)  -0.03
C (-0.273, -2.849, -0.814)  -0.09
N (0.322, -2.122, 0.153)  -0.04
C (0.940, 1.730, 2.575)  -0.17
C (1.129, 2.800, 3.424)  0.03
C (0.803, 4.068, 2.971)  -0.02
C (0.290, 4.216, 1.691)  -0.03
C (0.100, 3.094, 0.906)  -0.08
N (0.420, 1.871, 1.343)  -0.04
H (2.820, -2.050, 2.055)  0.14
H (1.432, -2.197, 3.125)  0.14
H (1.835, -4.600, 1.821)  0.13
H (0.730, -5.943, 0.046)  0.12
H (-0.643, -4.755, -1.682)  0.12
H (-0.850, -2.286, -1.533)  0.11
H (1.531, 2.614, 4.410)  0.13
H (0.949, 4.932, 3.604)  0.12
H (0.029, 5.187, 1.296)  0.12
H (-0.314, 3.149, -0.091)  0.12
C (-3.482, -0.352, 2.273)  -0.04
O (-2.123, -0.351, 1.799)  -0.15
C (-1.792, 0.046, 0.560)  -0.40
C (-2.919, 0.451, -0.333)  -0.06
H (-4.103, -1.003, 1.662)  0.10
H (-3.885, 0.660, 2.286)  0.10
H (-3.426, -0.736, 3.286)  0.10
H (-3.610, -0.385, -0.479)  0.10
H (-2.542, 0.776, -1.294)  0.06
H (-3.492, 1.264, 0.122)  0.09
C (0.236, 0.469, -1.314)  -0.21
C (0.605, 0.698, -2.694)  -0.30
C (1.869, 1.194, -3.025)  -0.04
C (2.203, 1.400, -4.353)  -0.07
C (1.285, 1.107, -5.353)  -0.07
C (0.028, 0.614, -5.031)  -0.07
C (-0.317, 0.414, -3.704)  -0.05
H (2.580, 1.410, -2.238)  0.11
H (3.182, 1.784, -4.609)  0.11
H (1.551, 1.265, -6.390)  0.11
H (-0.684, 0.389, -5.814)  0.11
H (-1.299, 0.038, -3.445)  0.11


Please write out number 3 again, unchanged.
Computed, not measured: a molecular structure, C3H7NO3, with wB97M-V/def2-TZVPD.

- spin multiplicity = 2
- ΔE to the lowest compared entry with this formula, charge and spin (kcal/mol) = 89.2
- LUMO (spin up / spin down) (eV) = 3.739 / 3.674
- E_tot (eV) = -10853.39655
- Kohn-Sham gap (spin up / spin down) (eV) = 4.39 / 7.52
- charge = -1

Last column: Löwdin charge in e.
Element x y z (Å)
O (2.304, 0.189, -0.961)  -0.18
C (1.206, -0.565, -0.493)  -0.62
O (0.983, -1.847, -0.294)  -0.18
C (0.099, 0.394, 0.199)  -0.33
C (-1.130, 0.060, -0.584)  -0.25
O (-2.309, 0.880, -0.447)  -0.10
N (0.043, -0.063, 1.590)  0.02
H (2.263, -0.418, 0.117)  0.12
H (0.363, 1.449, 0.168)  0.13
H (-0.968, -0.112, -1.655)  0.12
H (-1.447, -0.933, -0.247)  0.11
H (-2.343, 1.540, -1.140)  0.06
H (0.284, -1.051, 1.566)  0.06
H (0.653, 0.478, 2.179)  0.05